(1)
Entry from OMol25: one molecule with the formula C6H9NO in a non-equilibrium geometry (wB97M-V/def2-TZVPD).

XYZ file:
```
17
Properties=species:S:1:pos:R:3:nbo_charge:R:1
C 2.164 1.376 0.250 -0.655
C 0.846 0.787 0.440 -0.154
C 0.078 1.218 1.654 0.385
C 0.250 -0.174 -0.199 0.027
C -1.840 -0.845 -1.300 -0.264
C -1.338 -1.998 -0.411 -0.271
H 2.327 1.271 -0.953 0.218
H 2.916 0.588 0.729 0.245
H 2.003 2.476 0.738 0.268
H -0.918 0.615 1.534 0.160
H 0.525 -0.527 -1.150 0.163
H -2.972 -0.384 -1.261 0.243
H -1.203 -0.709 -2.230 0.202
H -0.269 -2.374 -0.667 0.191
H -1.881 -2.730 0.253 0.230
N -1.130 -0.533 -0.026 -0.447
O 0.444 1.943 2.600 -0.542
```

SMILES: C/C(C=O)=C/N1CC1
LUMO: 0.442 eV
Energy relative to the best compared isomer or geometry (same formula, charge and spin): 108.1 kcal/mol
Frontier orbital gap: 9.36 eV
Max |F|: 3.5 eV/A
HOMO: -8.92 eV

(2)
Entry from OMol25: a 3-piece molecular cluster, C3H13NO2 overall in a non-equilibrium geometry (wB97M-V/def2-TZVPD).

XYZ file:
```
19
Properties=species:S:1:pos:R:3:nbo_charge:R:1
C -1.399 2.275 -0.883 -0.408
N -0.618 1.076 -1.016 -0.502
C -1.437 -0.092 -0.415 -0.448
C -0.076 0.658 -2.267 -0.409
H -1.090 3.109 -0.029 0.187
H -2.417 2.126 -0.565 0.187
H -1.342 2.873 -1.840 0.199
H -0.861 -0.760 0.200 0.222
H -2.382 0.387 -0.006 0.204
H -1.970 -0.465 -1.268 0.191
H 0.753 -0.168 -2.111 0.211
H 0.621 1.561 -2.640 0.200
H -0.796 0.396 -3.022 0.177
H 1.272 -2.820 2.591 0.475
H 2.486 -3.668 2.311 0.464
O 1.844 -3.465 2.963 -0.939
H 2.104 0.187 0.874 0.467
H 0.582 0.422 0.617 0.494
O 1.261 -0.005 1.211 -0.972
```

SMILES: CN(C)C.O.O
LUMO: 0.702 eV
Energy relative to the best compared isomer or geometry (same formula, charge and spin): 59.4 kcal/mol
Frontier orbital gap: 9.63 eV
Max |F|: 4.7 eV/A
HOMO: -8.92 eV

(3)
Entry from OMol25: C25H36AsN7OPS4Tc as an isolated structure in a non-equilibrium geometry (wB97M-V/def2-TZVPD).

XYZ file:
```
76
Properties=species:S:1:pos:R:3:lowdin_charge:R:1
Tc -1.190 0.491 -0.356 1.204
C -1.675 -3.963 -4.387 -0.036
C -0.857 -3.045 -5.040 -0.047
C -0.556 -1.834 -4.459 -0.015
C -1.096 -1.526 -3.205 -0.238
C -1.890 -2.435 -2.544 -0.077
C -2.191 -3.641 -3.143 -0.052
N -0.831 -0.233 -2.573 -0.008
N -0.065 0.487 -3.281 0.107
C 0.280 1.723 -2.724 -0.302
C 1.123 2.533 -3.471 0.029
C 1.496 3.765 -2.979 0.000
C 0.987 4.144 -1.732 -0.001
C 0.181 3.256 -1.042 -0.109
N -0.156 2.054 -1.497 -0.004
H -1.932 -4.897 -4.877 0.122
H -0.463 -3.279 -6.014 0.117
H 0.070 -1.108 -4.941 0.106
H -2.275 -2.199 -1.578 -0.044
H -2.820 -4.331 -2.594 0.109
H 1.457 2.147 -4.431 0.135
H 2.148 4.424 -3.543 0.131
H 1.168 5.108 -1.289 0.123
H -0.209 3.522 -0.069 0.103
S -3.370 -3.776 0.854 -0.026
As -5.267 -3.586 1.509 0.423
S -3.038 -0.628 -0.170 0.166
S -3.825 -0.405 1.781 -0.009
S -5.642 -1.356 1.759 -0.022
C -4.017 3.055 0.773 -0.031
C -2.872 3.373 1.706 -0.192
C -2.975 4.404 2.620 -0.007
C -1.918 4.681 3.476 -0.008
C -0.741 3.936 3.474 -0.015
C -0.574 2.902 2.590 -0.207
C 0.711 2.141 2.475 -0.020
C -1.662 2.668 1.721 -0.253
N -1.498 1.589 0.843 -0.173
H -4.664 3.924 0.675 0.093
H -4.606 2.240 1.193 0.051
H -3.667 2.734 -0.209 0.068
H -3.847 5.034 2.614 0.126
H -2.002 5.501 4.161 0.120
H 0.068 4.166 4.159 0.129
H 1.282 2.245 3.394 0.097
H 1.308 2.512 1.638 0.080
H 0.562 1.078 2.307 0.047
C -0.227 -2.506 2.014 -0.116
N 0.958 -1.639 2.010 -0.304
C 1.497 -1.303 3.325 -0.080
P 1.559 -1.285 0.540 0.550
O 0.610 -0.509 -0.406 -0.451
N 1.957 -2.716 -0.096 -0.287
C 2.504 -3.793 0.738 -0.074
C 2.168 -2.913 -1.528 -0.065
N 2.858 -0.325 0.742 -0.291
C 4.054 -0.871 1.381 -0.080
C 3.126 0.843 -0.111 -0.076
H -0.981 -2.090 2.678 0.079
H 0.002 -3.522 2.326 0.092
H -0.666 -2.552 1.014 0.031
H 0.673 -1.017 3.975 0.094
H 2.207 -0.486 3.243 0.071
H 2.006 -2.160 3.760 0.092
H 2.306 -3.623 1.787 0.067
H 3.587 -3.863 0.599 0.095
H 2.053 -4.744 0.441 0.101
H 1.661 -2.138 -2.096 0.063
H 1.747 -3.888 -1.823 0.101
H 3.235 -2.897 -1.778 0.095
H 3.779 -1.683 2.056 0.069
H 4.535 -0.082 1.964 0.101
H 4.751 -1.261 0.646 0.095
H 2.199 1.302 -0.443 0.042
H 3.703 0.532 -0.986 0.095
H 3.692 1.597 0.458 0.099
```

Charge: +2
LUMO: -7.043 eV
Energy relative to the best compared isomer or geometry (same formula, charge and spin): 0.0 kcal/mol
Frontier orbital gap: 6.46 eV
Max |F|: 2.0 eV/A
HOMO: -13.50 eV

(4)
Entry from OMol25: one molecule with the formula C4H9NO2 in a non-equilibrium geometry (wB97M-V/def2-TZVPD).

XYZ file:
```
16
Properties=species:S:1:pos:R:3:nbo_charge:R:1
C 1.050 -2.136 0.708 -0.608
C -0.032 -1.121 0.345 -0.428
C 0.367 0.293 0.729 -0.062
O -0.680 1.245 0.443 -0.494
C -0.824 1.729 -0.788 0.809
O 0.024 1.325 -1.748 -0.698
N -1.677 2.564 -1.231 -0.840
H 1.251 -2.137 1.785 0.203
H 0.738 -3.148 0.432 0.219
H 1.991 -1.917 0.191 0.207
H -0.222 -1.145 -0.732 0.215
H -0.970 -1.374 0.850 0.206
H 0.515 0.373 1.812 0.192
H 1.287 0.595 0.218 0.193
H -2.365 2.948 -0.610 0.366
H -0.452 1.908 -2.404 0.519
```

SMILES: [H]/N=C(/O)OCCC
LUMO: 0.944 eV
Energy relative to the best compared isomer or geometry (same formula, charge and spin): 31.9 kcal/mol
Frontier orbital gap: 10.68 eV
Max |F|: 1.4 eV/A
HOMO: -9.73 eV